[1]
{
  "formula": "C2H7O2",
  "method": "ωB97M-V/def2-TZVPD",
  "elements": ["C", "O", "C", "H", "H", "H", "H", "H", "H", "H", "O"],
  "coordinates": [[0.008359, 0.036864, 1.315663], [0.880645, 0.166012, 0.179851], [-1.453211, -0.314143, 0.829853], [0.289228, -0.821623, 1.969317], [0.075053, 0.958769, 1.814929], [-2.263895, -0.068309, 1.683931], [-1.665550, 0.383829, -0.117864], [-1.487325, -1.474016, 0.736180], [0.738563, 0.218093, -1.154488], [0.849395, 0.962194, -2.284330], [0.636060, 0.022081, -2.119947]],
  "forces_ev_per_a": [[0.5, -1.5, -3.5], [-0.5, -0.2, 3.5], [-0.9, 0.7, 0.9], [0.2, 0.5, 0.1], [-0.4, 1.3, 1.4], [1.6, -0.4, -1.7], [0.2, -2.1, 1.9], [-0.2, 2.1, -0.7], [-0.5, -1.5, 2.1], [-0.2, -0.5, -1.1], [0.2, 1.6, -2.8]],
  "total_charge": -1,
  "energy_ev": -6281.385
}


[2]
{
  "formula": "C2H7O2",
  "method": "ωB97M-V/def2-TZVPD",
  "elements": ["O", "H", "H", "H", "C", "C", "O", "H", "H", "H", "H"],
  "coordinates": [[1.053728, 1.666591, -1.147676], [1.372470, 2.067833, -1.937914], [-0.362748, -2.110874, -0.458061], [1.643821, 2.069287, -0.441370], [-0.090774, -1.438150, 0.404393], [-1.102797, -0.490612, 0.598154], [-0.833207, 0.830708, 0.550905], [0.888797, -1.005810, 0.535473], [-0.215007, -2.032024, 1.355581], [-2.281694, -0.597050, 0.738134], [-0.072589, 1.040100, -0.197619]],
  "forces_ev_per_a": [[0.8, 0.1, 3.1], [0.0, 0.4, -1.4], [0.7, 0.4, 0.8], [-0.9, -0.6, -1.2], [-0.2, -2.1, 0.9], [-2.8, 6.1, -0.5], [0.1, -3.5, -1.8], [0.4, 0.0, -0.9], [0.0, -0.2, -0.8], [2.8, -0.5, 0.2], [-0.8, 0.0, 1.5]],
  "total_charge": 1,
  "energy_ev": -6273.718
}


[3]
{
  "formula": "C2H7O3P",
  "method": "ωB97M-V/def2-TZVPD",
  "elements": ["C", "C", "O", "O", "O", "P", "H", "H", "H", "H", "H", "H", "H"],
  "coordinates": [[-0.817768, 0.535870, 0.707115], [-2.127103, 0.267757, 0.016954], [1.741267, 1.115122, 0.586901], [2.209219, -1.530788, -0.251405], [0.512154, 0.379781, -1.577411], [0.684624, 0.088119, -0.023164], [-0.633334, 0.423732, 1.843757], [-2.686987, 1.043709, 0.327007], [-2.479214, -0.682710, 0.514700], [-1.895686, 0.111579, -0.966230], [2.645882, 0.770602, 0.732970], [1.711793, -2.332798, 0.190547], [1.135158, -0.189970, -2.101741]],
  "forces_ev_per_a": [[3.2, -1.3, 0.9], [2.4, -3.9, 3.7], [0.8, -0.5, 0.3], [-3.6, 0.1, 1.5], [1.1, -1.1, -0.8], [0.1, -0.1, 0.7], [-0.9, 0.5, -1.7], [-2.6, 2.6, 0.2], [-0.4, 0.9, -0.9], [-0.3, 0.0, -2.7], [-0.7, -0.2, -0.3], [1.4, 2.4, -1.3], [-0.7, 0.6, 0.6]],
  "energy_ev": -17617.066
}


[4]
{
  "formula": "C2H7O3PSi",
  "method": "ωB97M-V/def2-TZVPD",
  "elements": ["C", "C", "O", "O", "O", "Si", "P", "H", "H", "H", "H", "H", "H", "H"],
  "coordinates": [[0.632065, -0.294140, -0.978912], [1.139932, 1.915168, 0.762685], [-2.982807, -2.372584, -0.478112], [-1.050936, -3.774062, -0.079618], [-1.058021, -0.068932, 1.296743], [-0.447513, 0.844227, 0.239344], [-1.942435, -2.768097, 0.524219], [0.900641, 0.171264, -1.916746], [1.647703, -0.303009, -0.450721], [0.135716, -1.263352, -1.276567], [0.878030, 2.836514, 1.106838], [1.394281, 1.311393, 1.744558], [2.046662, 2.026868, 0.134279], [-1.293320, 1.738741, -0.627990]],
  "forces_ev_per_a": [[0.0, 0.2, 0.4], [0.4, -3.3, 1.3], [-1.0, 0.8, -0.1], [2.2, -1.8, -0.3], [-0.9, 0.0, 1.8], [2.9, -0.6, -2.5], [-1.4, 0.4, 0.3], [-0.1, 0.6, -0.7], [-1.4, -0.9, -0.4], [0.9, 0.7, 0.9], [-0.8, 3.0, 1.0], [-0.1, 1.0, -1.8], [-0.6, -0.4, 0.1], [-0.2, 0.3, 0.1]],
  "total_charge": -2,
  "energy_ev": -25497.232
}


[5]
{
  "formula": "C2H7O3SSi",
  "method": "ωB97M-V/def2-TZVPD",
  "elements": ["C", "C", "O", "O", "O", "Si", "S", "H", "H", "H", "H", "H", "H", "H"],
  "coordinates": [[-0.664352, 1.579163, -0.028348], [-1.232220, -1.499142, 0.235533], [1.633960, -0.351007, 1.625762], [2.436840, 1.132050, -0.094871], [2.660647, -1.259570, -0.338676], [-0.100067, -0.171693, -0.632294], [1.884909, -0.180408, 0.226484], [-1.478594, 1.935007, 0.584854], [0.264591, 1.861062, 0.407470], [-0.684960, 2.129261, -0.910024], [-1.018906, -2.635685, 0.257671], [-1.255578, -1.096573, 1.304882], [-2.338256, -1.362819, -0.007642], [-0.108017, -0.079651, -2.630798]],
  "forces_ev_per_a": [[0.3, -1.5, 0.0], [-1.1, -0.2, 0.8], [-0.9, -0.2, 2.0], [-0.2, 0.4, -0.2], [0.3, -0.9, -0.6], [-1.8, 0.3, -1.4], [1.5, 0.3, -1.3], [-0.4, -0.7, 0.3], [0.7, 0.5, 0.8], [-0.2, 1.2, -1.8], [0.0, 2.0, -0.2], [0.6, -0.7, -1.1], [1.3, -0.2, -0.3], [-0.1, -0.3, 3.1]],
  "total_charge": -1,
  "energy_ev": -27043.229
}


[6]
{
  "formula": "C2H7O4",
  "method": "ωB97M-V/def2-TZVPD",
  "elements": ["O", "C", "O", "C", "H", "H", "H", "H", "H", "O", "H", "H", "O"],
  "coordinates": [[-1.127720, -1.296986, -0.067237], [-0.871580, -0.101320, -0.278170], [-0.056236, 0.623699, 0.391521], [-1.594211, 0.662093, -1.388862], [-2.082890, 0.001907, -2.090350], [-2.411655, 1.213787, -0.898934], [-0.894818, 1.342267, -1.846533], [1.614586, 0.227739, -0.346210], [2.806450, 0.063690, 0.527131], [2.588598, 0.043628, -0.413189], [0.348976, -0.259085, 1.899482], [0.819832, -1.672247, 2.004499], [0.860666, -0.849176, 2.506846]],
  "forces_ev_per_a": [[-0.1, 0.2, -0.2], [0.2, 0.0, 0.5], [-0.2, -0.2, -0.3], [-0.6, -0.2, 0.6], [0.1, -0.3, -0.4], [0.3, 0.2, -0.1], [0.0, 0.3, -0.3], [0.5, -0.1, 0.0], [0.1, -0.1, -0.1], [-0.6, 0.2, 0.2], [0.3, 0.0, -0.1], [0.0, 0.1, 0.1], [-0.1, -0.1, 0.0]],
  "total_charge": -1,
  "energy_ev": -10380.061
}


[7]
{
  "formula": "C2H7O4",
  "method": "ωB97M-V/def2-TZVPD",
  "elements": ["O", "C", "O", "C", "H", "H", "H", "H", "H", "O", "H", "H", "O"],
  "coordinates": [[0.301601, 1.940127, -0.164661], [-0.578389, 1.158040, 0.136410], [-0.328001, -0.084477, 0.384145], [-2.042758, 1.508112, -0.010707], [-2.521557, 2.021592, 0.825883], [-2.094867, 2.196207, -0.864703], [-2.617625, 0.612609, -0.276704], [1.194542, -1.866271, -2.115600], [1.071722, -0.254183, -2.122328], [1.636686, -1.016062, -2.027487], [1.465127, -2.768426, 1.295432], [0.547174, -1.671522, 1.657188], [0.714581, -2.589383, 1.870597]],
  "forces_ev_per_a": [[0.4, -0.7, 0.5], [-1.1, 1.6, -1.1], [0.5, -0.4, 0.4], [-0.5, -0.2, -0.4], [0.4, -0.3, 0.2], [0.1, -0.2, 0.2], [0.0, 0.2, 0.2], [-0.5, 0.6, -0.1], [-0.6, -0.2, -0.1], [1.2, -0.4, 0.2], [0.1, -0.3, 0.1], [-0.3, 0.4, 0.1], [0.2, -0.1, -0.2]],
  "s2": 0.75,
  "multiplicity": 2,
  "energy_ev": -10375.333
}


[8]
{
  "formula": "C2H7OP",
  "method": "ωB97M-V/def2-TZVPD",
  "elements": ["C", "C", "P", "O", "H", "H", "H", "H", "H", "H", "H"],
  "coordinates": [[-0.941530, 0.082333, -0.068119], [0.191883, -0.921634, 0.083441], [1.834860, 0.269768, 0.056911], [3.117203, -0.356045, -0.101788], [-1.056534, 0.413757, 0.968625], [-0.718259, 0.836486, -0.813932], [-1.856946, -0.427923, -0.568186], [0.158781, -1.682703, -0.687031], [0.172584, -1.380252, 1.060337], [1.620364, 1.375570, -0.677305], [1.535167, 0.945250, 1.288998]],
  "forces_ev_per_a": [[-1.3, -1.7, -0.6], [1.8, 2.0, -1.0], [-3.9, -1.6, 2.3], [2.6, -1.1, -0.3], [-1.0, 0.7, -0.7], [0.2, 0.6, 0.3], [1.1, 0.8, 1.5], [0.6, 0.0, -0.2], [0.2, -0.2, 0.2], [-0.6, 0.9, -1.5], [0.2, -0.4, -0.1]],
  "energy_ev": -13522.964
}


[9]
{
  "formula": "C2H7OPS",
  "method": "ωB97M-V/def2-TZVPD",
  "elements": ["C", "C", "O", "P", "S", "H", "H", "H", "H", "H", "H", "H"],
  "coordinates": [[0.526252, -1.593715, -1.010028], [0.763597, 1.432881, 1.618843], [-0.385769, 1.640113, 1.392961], [-1.076297, 0.782786, -0.618404], [-0.641375, -1.026942, 0.191439], [1.461278, -0.925146, -0.957730], [0.715236, -2.652496, -0.651472], [0.137061, -1.472597, -2.010813], [-1.816781, 0.248514, -1.647342], [1.089238, 0.370732, 1.289571], [1.403594, 2.141668, 2.195087], [-2.176034, 1.054201, 0.207888]],
  "forces_ev_per_a": [[2.0, 0.2, 0.7], [1.0, -1.9, 0.5], [-0.4, 1.5, 1.2], [-0.3, 1.5, -1.2], [-0.5, -1.4, 1.4], [-1.1, -1.3, 0.0], [0.1, 1.2, -1.1], [-0.1, -0.6, -0.3], [-0.8, -0.4, -1.0], [0.6, 1.5, 0.5], [-0.1, -0.3, -0.4], [-0.2, 0.0, -0.3]],
  "energy_ev": -24356.761
}


[10]
{
  "formula": "C2H7OPS",
  "method": "ωB97M-V/def2-TZVPD",
  "elements": ["C", "C", "O", "P", "S", "H", "H", "H", "H", "H", "H", "H"],
  "coordinates": [[-0.058351, -1.838871, 0.036626], [0.376601, 1.725562, 0.364637], [0.774283, -0.819981, -0.555685], [0.102530, 0.598853, -1.036794], [-2.579863, 0.069341, 0.174960], [-0.571515, -1.560612, 0.997030], [0.499545, -2.778750, 0.230856], [-0.863836, -2.188110, -0.557424], [-0.163764, 1.314254, 1.165084], [1.402896, 1.834759, 0.486588], [-0.209893, 2.693682, 0.453414], [1.291362, 0.949873, -1.759296]],
  "forces_ev_per_a": [[0.3, -0.6, 1.6], [-2.1, 1.3, -0.7], [-0.7, -0.8, 0.7], [-0.3, 0.0, 0.2], [0.3, 0.3, -0.5], [0.9, 0.2, -0.7], [0.4, 1.0, -0.1], [-0.8, 0.3, -1.3], [0.0, -1.4, 1.5], [1.7, 0.4, 0.8], [1.0, -0.7, -1.3], [-0.7, 0.1, -0.2]],
  "energy_ev": -24355.280
}